# 1
50
Properties=species:S:1:pos:R:3 method="wB97M-V/def2-TZVPD" homo_lumo_gap_ha=0.1927 relative_energy_kj_mol=124.5 charge=+2 mol_weight_g_mol=681.15 e_tot_ev=-181762.0687
Mo 0.72 -0.12 -1.27
C -0.59 2.20 4.39
C -0.04 1.01 3.93
C 0.05 0.76 2.57
C -0.40 1.71 1.64
C -0.95 2.92 2.13
C -1.04 3.15 3.48
N -0.34 1.52 0.25
N -0.85 2.46 -0.40
C -0.80 2.49 -1.74
C -1.47 3.54 -2.38
C -1.42 3.63 -3.76
C -0.72 2.66 -4.47
C -0.05 1.63 -3.82
C -0.06 1.50 -2.43
H -0.66 2.39 5.45
H 0.32 0.28 4.63
H 0.47 -0.17 2.25
H -1.29 3.66 1.43
H -1.47 4.08 3.83
H -2.01 4.26 -1.78
H -1.92 4.43 -4.28
H -0.67 2.72 -5.55
H 0.52 0.94 -4.44
C -2.33 -1.71 -0.86
C -1.30 -2.17 0.11
C -1.53 -3.25 0.98
C -0.55 -3.67 1.85
C 0.70 -3.03 1.86
C 1.81 -3.32 2.70
Br 1.65 -4.69 3.98
C 2.97 -2.58 2.62
C 3.10 -1.50 1.73
Br 4.67 -0.47 1.67
C 2.04 -1.18 0.89
O 1.93 -0.15 0.05
C 0.86 -1.97 0.94
N -0.13 -1.54 0.10
H -3.33 -1.73 -0.44
H -2.33 -2.38 -1.73
H -2.11 -0.69 -1.22
H -2.49 -3.74 0.96
H -0.73 -4.50 2.53
H 3.80 -2.83 3.25
O 2.83 -0.74 -4.60
C 2.06 -0.70 -3.70
O 2.08 -0.07 -2.57
C 0.65 -1.54 -3.70
O 0.27 -2.25 -4.56
O 0.07 -1.22 -2.55

---

# 2
66
Properties=species:S:1:pos:R:3 method="wB97M-V/def2-TZVPD" homo_lumo_gap_ha=0.3602 smiles="NC(N)=O.NC(N)=O.NC(N)=O.CO.CO.CO.CO.CO.CO.CO" relative_energy_kj_mol=72.7 mol_weight_g_mol=404.46 e_tot_ev=-40434.5833
N -1.45 -6.01 13.91
C -1.57 -5.63 15.32
N -1.59 -6.80 16.15
O -1.90 -4.52 15.66
H -1.62 -5.16 13.41
H -0.51 -6.33 13.80
H -1.56 -6.62 17.13
H -1.14 -7.58 15.75
N 2.89 -3.95 13.43
C 1.60 -4.05 13.91
N 0.62 -3.49 13.20
O 1.27 -4.64 14.95
H 3.09 -3.15 12.88
H 3.67 -4.02 14.02
H -0.31 -3.54 13.46
H 0.88 -3.08 12.32
N 1.72 -1.19 21.24
C 0.52 -1.72 20.80
N -0.10 -1.06 19.70
O 0.00 -2.70 21.22
H 2.32 -1.75 21.86
H 2.05 -0.49 20.59
H 0.17 -0.16 19.34
H -0.95 -1.52 19.36
C 5.12 -2.54 16.84
O 3.97 -2.95 16.14
H 4.99 -1.53 17.32
H 5.43 -3.25 17.60
H 5.95 -2.47 16.19
H 3.55 -3.72 16.61
C -3.03 -2.23 17.85
O -1.66 -2.24 17.40
H -3.26 -2.88 18.68
H -3.34 -1.18 17.97
H -3.70 -2.63 17.10
H -1.53 -3.11 16.92
C 1.22 2.79 15.98
O 2.29 1.98 16.44
H 1.57 3.79 16.26
H 1.03 2.80 14.91
H 0.33 2.51 16.48
H 2.09 1.05 16.21
C 1.78 -5.10 18.22
O 2.81 -5.21 17.22
H 1.11 -5.91 17.94
H 2.25 -5.24 19.19
H 1.16 -4.23 18.17
H 2.28 -5.29 16.39
C 4.41 -0.35 13.32
O 3.26 -1.14 12.93
H 4.87 -0.71 14.23
H 5.14 -0.36 12.51
H 4.12 0.72 13.44
H 2.63 -1.21 13.67
C 4.52 0.97 19.11
O 3.08 1.17 19.12
H 4.94 1.14 18.12
H 4.95 1.71 19.85
H 4.85 0.01 19.54
H 2.97 1.68 18.26
C 0.40 -0.90 15.94
O 1.77 -0.74 15.62
H -0.12 -0.03 15.50
H -0.03 -1.79 15.42
H 0.35 -1.10 16.99
H 2.31 -1.46 16.06

---

# 3
44
Properties=species:S:1:pos:R:3 method="wB97M-V/def2-TZVPD" homo_lumo_gap_ha=0.2921 smiles="NS(=O)(=O)c1ccc(NC(=O)COC(=O)c2cc3ccccc3cc2O)cc1" relative_energy_kj_mol=0.0 mol_weight_g_mol=400.41 e_tot_ev=-46064.1267
N 3.58 0.52 -1.65
S 3.77 1.25 -0.14
O 4.56 2.42 -0.32
O 4.19 0.25 0.79
C 2.09 1.74 0.22
C 1.50 1.36 1.41
C 0.22 1.81 1.70
C -0.46 2.62 0.79
N -1.74 3.09 1.12
C -2.85 3.22 0.34
O -3.80 3.87 0.71
C -2.86 2.44 -0.98
O -2.13 1.23 -0.88
C -2.83 0.12 -0.58
O -4.05 0.12 -0.50
C -1.99 -1.05 -0.34
C -0.61 -0.96 -0.37
C 0.20 -2.06 -0.08
C 1.61 -1.96 -0.05
C 2.38 -3.04 0.24
C 1.78 -4.29 0.52
C 0.42 -4.42 0.50
C -0.41 -3.31 0.21
C -1.81 -3.40 0.21
C -2.61 -2.31 -0.04
O -3.94 -2.46 0.00
C 0.16 3.00 -0.40
C 1.44 2.56 -0.68
H 3.86 -0.45 -1.64
H 4.08 1.03 -2.37
H 2.04 0.73 2.09
H -0.26 1.52 2.62
H -1.87 3.41 2.07
H -2.42 3.03 -1.79
H -3.91 2.23 -1.22
H -0.15 -0.01 -0.60
H 2.07 -1.00 -0.26
H 3.46 -2.95 0.28
H 2.40 -5.14 0.74
H -0.05 -5.37 0.71
H -2.29 -4.34 0.43
H -4.36 -1.59 -0.17
H -0.34 3.67 -1.08
H 1.95 2.86 -1.58

---

# 4
12
Properties=species:S:1:pos:R:3 method="wB97M-V/def2-TZVPD" homo_lumo_gap_ha=0.3300 relative_energy_kj_mol=55.6 mol_weight_g_mol=124.14 e_tot_ev=-20732.7254
O 0.84 1.81 -0.34
N -0.20 0.94 0.20
C -0.08 -0.40 -0.12
C -1.41 -1.12 0.10
F -2.42 -0.32 -0.43
N 0.96 -1.15 -0.20
S 2.60 -0.75 -0.16
H 1.21 2.31 0.43
H -1.06 1.40 -0.01
H -1.39 -2.09 -0.51
H -1.64 -1.24 1.16
H 2.59 0.60 -0.12

---

# 5
16
Properties=species:S:1:pos:R:3 method="wB97M-V/def2-TZVPD" homo_lumo_gap_ha=0.3526 relative_energy_kj_mol=577.8 mol_weight_g_mol=116.13 e_tot_ev=-11138.0709
C -0.08 -1.06 -0.54
C 0.08 1.20 0.09
H 0.18 -0.49 2.17
H -0.88 -1.70 1.67
H 1.27 -2.47 0.23
H -0.39 -2.38 -1.68
H -1.27 0.24 -1.18
H -1.33 2.25 -1.27
H 0.54 3.07 -1.02
H 1.51 2.29 0.67
N 0.28 -1.69 1.91
N 0.87 -1.57 0.38
N -0.57 -1.42 -1.67
N -0.84 0.18 -0.10
N -0.55 2.35 -0.46
N 1.20 1.20 0.81

---

# 6
17
Properties=species:S:1:pos:R:3 method="wB97M-V/def2-TZVPD" homo_lumo_gap_ha=0.3775 relative_energy_kj_mol=604.0 mol_weight_g_mol=119.12 e_tot_ev=-11817.7997
C -2.12 -0.88 0.16
C -0.95 1.88 0.12
C 1.06 0.43 -0.07
H -1.61 -1.98 0.56
H -2.60 -0.18 1.21
H -3.03 -1.08 -0.63
H -1.00 2.24 -0.94
H -0.60 2.52 0.93
H -2.09 1.71 0.28
H 2.54 -0.94 0.00
H 0.31 -1.98 0.99
H 0.19 -2.11 -0.71
N -0.33 0.57 0.15
N 1.57 -0.86 -0.05
N 0.83 -2.04 0.14
O -1.14 -0.24 -0.59
O 1.82 1.44 0.01

---

# 7
20
Properties=species:S:1:pos:R:3 method="wB97M-V/def2-TZVPD" homo_lumo_gap_ha=0.2972 smiles="CN(C)CO[S@H](=O)=CO" relative_energy_kj_mol=603.0 mol_weight_g_mol=153.20 e_tot_ev=-22787.8450
C -2.17 1.37 0.18
N -1.16 0.35 -0.04
C -1.84 -0.99 -0.23
C -0.12 0.46 0.95
O 0.98 1.25 0.60
S 1.85 0.46 -0.59
O 1.22 0.28 -1.83
C 2.51 -0.95 0.20
O 2.69 -1.96 -0.70
H -1.89 2.34 0.53
H -2.78 1.48 -0.76
H -2.89 0.93 0.92
H -1.83 -1.58 0.66
H -2.86 -0.96 -0.53
H -1.21 -1.43 -1.03
H -0.56 0.92 1.87
H 0.25 -0.60 1.14
H 2.76 1.68 -0.99
H 3.41 -0.82 0.73
H 3.64 -2.23 -1.08

---

# 8
91
Properties=species:S:1:pos:R:3 method="wB97M-V/def2-TZVPD" homo_lumo_gap_ha=0.3268 smiles=COC[C@H](C)N.COC[C@H](C)N.COC[C@H](C)N.OCCO.OCCO.OCCO.OCCO relative_energy_kj_mol=495.3 mol_weight_g_mol=515.69 e_tot_ev=-48649.3298
C -2.80 -0.21 -1.84
O -4.11 -0.16 -2.53
C -4.63 1.16 -2.50
C -6.09 1.33 -2.70
C -7.01 0.21 -2.19
N -6.32 1.27 -4.14
H -2.04 0.33 -2.40
H -2.54 -1.26 -1.97
H -2.80 0.10 -0.79
H -4.63 1.59 -1.50
H -4.11 1.80 -3.22
H -6.49 2.20 -2.18
H -6.73 0.02 -1.16
H -6.75 -0.68 -2.76
H -8.05 0.44 -2.44
H -6.17 0.37 -4.57
H -7.32 1.35 -4.27
C 0.18 1.85 -1.53
O -0.10 0.79 -0.50
C -0.06 1.09 0.86
C -0.79 -0.08 1.66
C -0.88 0.19 3.19
N 0.02 -1.24 1.64
H 1.23 2.16 -1.46
H -0.57 2.64 -1.52
H 0.24 1.20 -2.40
H 0.93 1.37 1.23
H -0.59 2.03 0.99
H -1.77 -0.43 1.34
H -1.63 -0.29 3.82
H -1.09 1.25 3.35
H 0.06 0.16 3.75
H 0.92 -0.94 1.98
H 0.19 -1.59 0.71
C 2.08 -2.20 -1.49
O 3.38 -1.86 -1.93
C 3.68 -0.46 -1.99
C 3.81 0.09 -3.37
C 5.08 -0.40 -4.13
N 3.61 1.49 -3.58
H 1.34 -1.57 -1.97
H 1.97 -2.04 -0.42
H 1.78 -3.24 -1.64
H 3.13 0.20 -1.32
H 4.71 -0.55 -1.65
H 3.04 -0.36 -4.00
H 5.99 -0.19 -3.57
H 5.25 0.24 -5.00
H 5.17 -1.42 -4.50
H 4.14 1.92 -2.83
H 2.67 1.60 -3.23
O -2.46 -3.45 0.76
C -3.93 -3.36 0.63
C -4.36 -2.69 2.00
O -3.82 -3.51 3.05
H -2.31 -3.72 1.67
H -4.31 -2.67 -0.12
H -4.41 -4.34 0.52
H -5.44 -2.58 2.07
H -3.98 -1.73 2.35
H -4.01 -3.20 3.94
O -2.02 -2.94 5.02
C -1.00 -3.79 5.45
C 0.25 -3.45 4.57
O 0.15 -3.83 3.23
H -2.08 -3.22 4.11
H -0.72 -3.65 6.49
H -1.34 -4.83 5.43
H 1.13 -3.96 4.97
H 0.55 -2.41 4.45
H 0.16 -3.11 2.59
O 4.52 2.17 2.01
C 4.06 1.16 1.21
C 4.07 -0.24 1.88
O 2.81 -0.53 2.51
H 5.03 2.67 1.37
H 3.12 1.51 0.78
H 4.73 1.04 0.35
H 4.90 -0.30 2.59
H 4.14 -0.93 1.04
H 2.88 -0.32 3.44
O 4.29 3.57 -0.85
C 3.96 4.74 -0.19
C 3.04 5.70 -1.05
O 1.82 4.92 -1.12
H 5.18 3.67 -1.19
H 3.54 4.59 0.80
H 4.92 5.25 -0.13
H 3.38 5.78 -2.08
H 2.93 6.71 -0.63
H 2.06 4.00 -1.26